The following is a quantum chemistry calculation of a cluster of 9 separate species, C34H47N9O7 in total at a distorted geometry, from the OMol25 dataset.

Structure (XYZ):
```
97
C34H47N9O7 wB97M-V/def2-TZVPD
C -2.45890 0.13931 0.71121
C -3.00866 1.22134 0.10417
C -4.46758 1.72686 0.28054
O -4.66364 2.81468 0.76315
O -5.52603 0.93459 -0.17101
C -5.93625 1.39183 -1.47775
C -4.99199 0.94960 -2.66803
C -4.36720 -0.49451 -2.52144
C -2.85417 -0.57425 -3.02080
C -2.63721 -0.00827 -4.48011
C -1.17746 0.63385 -4.72190
C -0.85380 1.73622 -3.66847
N -1.34716 3.00543 -3.96073
C -1.17467 4.11880 -3.15505
C -0.46676 3.97187 -1.90001
C 0.08959 2.65190 -1.49039
C 0.80210 2.62143 -0.11936
O 0.81276 1.66935 0.62506
O 1.42915 3.79682 0.30628
C 1.34449 3.74237 1.77491
O 0.28200 3.98703 2.35612
O 2.37767 3.39761 2.48022
C -0.08591 1.50684 -2.40802
C 0.51517 0.10176 -2.07118
C 1.58496 -0.36119 -3.19294
O 2.72547 -1.02608 -2.63036
H -2.96980 -0.31849 1.61081
H -1.47804 -0.30758 0.40431
H -2.37441 1.79311 -0.62846
H -7.01390 1.14576 -1.68460
H -5.89721 2.52627 -1.44060
H -4.18202 1.72187 -2.83530
H -5.63955 0.93619 -3.59816
H -5.00087 -1.26114 -3.06352
H -4.33154 -0.86083 -1.45239
H -2.24799 -0.06671 -2.22577
H -2.50970 -1.66225 -3.03466
H -3.42626 0.70884 -4.82750
H -2.68313 -0.88940 -5.19123
H -1.26275 1.16487 -5.72101
H -0.37983 -0.13695 -4.84305
H -1.87942 3.12820 -4.82960
H -1.59277 5.09540 -3.48924
H -0.32641 4.87812 -1.24760
H 1.06844 0.06396 -1.09730
H -0.27836 -0.70303 -2.00521
H 1.91475 0.51925 -3.80213
H 1.06557 -1.13120 -3.84560
H 2.44579 -1.96713 -2.52806
C 2.68224 0.02599 3.05377
C 2.15845 -1.26340 3.48705
N 1.74991 -2.28538 3.81990
H 3.46393 0.38888 3.72131
H 3.11170 -0.03280 2.05201
H 1.90172 0.79033 3.02640
C -3.26853 5.85668 1.15859
C -2.20484 6.15137 0.20568
N -1.36360 6.38619 -0.54103
H -4.11717 6.53099 1.03047
H -3.63937 4.83695 1.04041
H -2.91998 5.95987 2.18733
C 5.37217 -3.91142 -1.03044
C 3.99655 -3.76081 -1.48131
N 2.91168 -3.63852 -1.83885
H 5.54325 -4.88924 -0.58248
H 6.07952 -3.80096 -1.85444
H 5.62865 -3.16119 -0.27966
C -0.20633 -3.99775 -2.17896
C -1.58321 -3.57950 -1.94040
N -2.66644 -3.24937 -1.75090
H -0.00020 -4.97048 -1.73076
H 0.00854 -4.07881 -3.24611
H 0.50478 -3.28966 -1.75651
C 2.02054 -5.30922 1.88077
C 3.28277 -5.72298 1.27533
N 4.27798 -6.04701 0.80147
H 1.18138 -5.44212 1.19588
H 1.80050 -5.88625 2.78008
H 2.04176 -4.25580 2.16841
C 5.45496 -2.93750 4.04532
C 6.49974 -2.66561 3.06102
N 7.31957 -2.45342 2.28467
H 4.58510 -2.29797 3.89192
H 5.11178 -3.97193 3.98935
H 5.80762 -2.76717 5.06359
C -2.92024 -1.80823 4.78491
C -3.82708 -2.17747 3.69954
N -4.54159 -2.47019 2.84875
H -3.12965 -0.80371 5.15598
H -3.00880 -2.49327 5.62937
H -1.87848 -1.82519 4.45886
C 5.18191 3.13256 5.23250
C 4.67295 1.83926 5.67927
N 4.26448 0.82400 6.02954
H 5.96517 3.50410 5.89555
H 5.60493 3.06950 4.22897
H 4.39104 3.88373 5.20525
```

**DFT total energy**: -63756.8713 eV
**Gap between HOMO and LUMO**: 5.229 eV
**Charge**: 0

Here are the Mulliken charges for atoms 1 to 8, given in e: -0.1656 0.6200 0.0329 -0.5433 -0.3648 -0.8724 -0.2966 -1.0278


The following is a quantum chemistry calculation of a structure of composition C23H29N11O9OsP2S2, from the OMol25 dataset.

Structure (XYZ):
```
77
C23H29N11O9OsP2S2 wB97M-V/def2-TZVPD
Os -0.86531 0.37346 0.37148
C 0.90390 6.35027 0.81936
C 0.63428 5.17001 1.66987
N 0.56420 5.15827 2.96131
N 0.27309 3.86476 3.27339
C 0.15416 3.07961 2.21338
S -0.20420 1.39773 2.32279
N 0.41551 3.89509 1.17080
N 0.30374 3.50716 -0.15517
H 1.04547 7.21554 1.46085
H 0.06473 6.54218 0.14949
H 1.80096 6.20687 0.21605
H 0.12321 3.60149 4.23483
H 1.15792 3.72506 -0.65394
H -0.49112 3.97605 -0.57576
N -1.81817 -4.19117 1.86219
C -1.25266 -3.43729 0.66652
C -1.08862 -4.39950 -0.49757
P -2.65511 -2.14028 0.34277
O -1.97852 -1.63301 -2.21950
O -2.32631 -1.15452 1.48097
O -1.68974 -1.29331 -0.86261
P 0.33321 -2.66141 1.21154
O 0.13558 -2.71296 2.81466
O 1.47883 -3.49376 0.77663
O 0.41577 -1.19771 0.80891
H -2.70313 -4.63861 1.60821
H -1.98182 -3.52626 2.62564
H -1.18180 -4.90896 2.21461
H -1.98416 -5.01247 -0.62898
H -0.22061 -5.04802 -0.37778
H -0.96212 -3.83095 -1.41967
H -2.45249 -0.82683 -2.52804
H 0.17099 -1.83965 3.22593
C 1.10737 -1.01720 -2.58902
C 1.86331 -0.18918 -1.62035
N 1.37043 0.68469 -0.77204
C 2.44165 1.19240 -0.06615
C 3.59193 0.61522 -0.48253
N 3.21850 -0.27724 -1.47199
C 4.08345 -1.21513 -2.12862
N 3.90782 -2.58984 -1.65771
N 3.52340 -3.56968 -2.60815
N 3.46038 -4.68180 -2.04630
C 3.79236 -4.52541 -0.69757
C 3.87405 -5.43593 0.30596
C 4.24280 -4.93992 1.59222
C 4.50903 -3.58468 1.82702
C 4.41748 -2.65864 0.81871
C 4.06100 -3.15547 -0.47324
H 0.07678 -0.68185 -2.63410
H 1.10470 -2.06979 -2.29670
H 1.53399 -0.94139 -3.59098
H 2.31339 1.92120 0.71518
H 4.62075 0.76843 -0.20364
H 5.11818 -0.92028 -1.96337
H 3.89053 -1.25321 -3.19879
H 3.67558 -6.48663 0.14427
H 4.31903 -5.64312 2.41071
H 4.77888 -3.26368 2.82286
H 4.59492 -1.60692 0.99214
O -2.22113 3.45426 1.35001
C -2.83590 2.84238 0.50410
N -2.44609 1.62404 -0.04879
S -3.56051 1.10753 -1.18738
O -4.30380 -0.02431 -0.71290
O -2.87438 0.93745 -2.44934
C -4.55414 2.53831 -1.13087
C -5.68799 2.82065 -1.86599
C -6.34587 4.00466 -1.55808
C -5.88081 4.84654 -0.54902
C -4.74045 4.53413 0.17854
C -4.07986 3.35835 -0.13143
H -6.04761 2.15739 -2.64028
H -7.23728 4.27457 -2.10761
H -6.42256 5.75647 -0.32961
H -4.37294 5.17579 0.96763
```

**DFT total energy**: -101839.9317 eV
**Energy relative to the best compared isomer or geometry (same formula, charge and spin)**: 147.3 kcal per mole
**Gap between HOMO and LUMO (spin up / spin down)**: 7.163 / 4.121 eV
**Multiplicity**: 5
**Charge**: +2

Here are the Mulliken charges for atoms 1 to 8, given in e: 2.1861 -1.2936 1.1280 -0.8706 0.3341 0.2756 -0.7123 0.2609


The following is a quantum chemistry calculation of a cluster of 3 separate species, C7H15N3 in total at a distorted geometry, from the OMol25 dataset.

Structure (XYZ):
```
25
C7H15N3 wB97M-V/def2-TZVPD
C -0.33120 0.04249 -1.83548
N -0.47854 0.02953 -3.28307
N 0.33663 1.25713 -1.35180
C 0.43458 -1.19656 -1.43958
C 1.68719 -1.21430 -1.01038
H -1.35104 -0.05083 -1.42570
H -1.07566 0.78756 -3.59522
H 0.43108 0.14058 -3.71892
H 0.29023 1.28798 -0.33699
H -0.16258 2.07217 -1.69269
H -0.11295 -2.12017 -1.58575
H 2.18569 -2.14230 -0.76758
H 2.24742 -0.29822 -0.88842
C -1.96611 -0.71126 1.62647
C -1.22107 0.53170 1.81247
C 0.95032 -0.63774 2.10267
C -0.97355 1.72989 1.89371
N 1.59024 0.46250 2.24582
H 2.59619 0.59104 2.32894
H 1.60511 -1.52049 2.08936
H -2.89529 -0.51997 1.08797
H -2.18440 -1.17694 2.59115
H -1.35636 -1.42235 1.06324
H -1.21630 2.76520 1.87651
H 0.97039 1.31336 2.21329
```

**DFT total energy**: -11967.3609 eV
**Energy relative to the best compared isomer or geometry (same formula, charge and spin)**: 109.3 kcal per mole
**Gap between HOMO and LUMO**: 9.104 eV
**Charge**: 0

Here are the Mulliken charges for atoms 1 to 8, given in e: 0.4893 -0.6534 -0.7393 -0.3446 -0.8908 0.1019 0.2232 0.3014